Here is C6H14O in the gas phase from the Open Molecules 2025 dataset. Energies are from the ωB97M-V functional and the def2-TZVPD basis.

Each atom is followed by the atoms it is bonded to, with distances in Å.
CARTESIAN COORDINATES (ANGSTROEM)
1 C -1.928 -0.427 -1.266  C2 1.530, H8 1.097, H9 1.097, H10 1.098
2 C -1.104 -0.359 0.021  C1 1.530, C3 1.528, C4 1.543, H11 1.096
3 C -1.952 0.114 1.201  C2 1.528, H12 1.096, H13 1.098, H14 1.096
4 C 0.144 0.538 -0.111  C2 1.543, C5 1.524, H15 1.098, H16 1.099
5 C 1.458 -0.232 -0.185  C4 1.524, C6 1.524, O7 1.423, H17 1.104
6 C 2.654 0.702 -0.045  C5 1.524, H18 1.096, H19 1.095, H20 1.097
7 O 1.447 -1.173 0.883  C5 1.423, H21 0.965
8 H -2.832 -1.029 -1.114  C1 1.097
9 H -1.361 -0.882 -2.086  C1 1.097
10 H -2.246 0.573 -1.590  C1 1.098
11 H -0.756 -1.372 0.254  C2 1.096
12 H -2.814 -0.541 1.371  C3 1.096
13 H -2.323 1.133 1.030  C3 1.098
14 H -1.346 0.125 2.115  C3 1.096
15 H 0.209 1.204 0.760  C4 1.098
16 H 0.072 1.188 -0.994  C4 1.099
17 H 1.508 -0.766 -1.150  C5 1.104
18 H 2.649 1.128 0.964  C6 1.096
19 H 2.615 1.522 -0.770  C6 1.095
20 H 3.601 0.168 -0.188  C6 1.097
21 H 2.306 -1.613 0.899  O7 0.965

Its net charge is 0. The HOMO energy is -0.3750 Eh. As for the SMILES: CC(C)C[C@@H](C)O. As for the max |F|: 0.0070 Eh/bohr. As for the energy relative to the best compared isomer or geometry (same formula, charge and spin): 25.0 kJ/mol.